Record 1
DFT (ωB97M-V/def2-TZVPD) results for a cluster of 12 separate species, C11H47N15O12 in total in a non-equilibrium geometry.

The geometry in XYZ format:
```
85
Properties=species:S:1:pos:R:3:forces:R:3
C -23.978660 23.950238 -31.998827 -0.35 -1.48 0.25
O -23.087428 23.577283 -33.014387 -0.20 0.15 -1.08
C -21.856042 24.240152 -32.973173 0.48 2.43 0.25
C -21.074870 24.202901 -34.259660 0.95 -3.43 -2.03
C -20.836478 22.718562 -34.680718 -1.86 -0.80 0.08
N -19.745120 24.818081 -34.262480 0.23 0.48 0.77
H -23.698578 23.303559 -31.160834 -0.05 0.72 0.82
H -24.981936 23.594896 -32.248378 0.09 0.06 -0.44
H -24.086526 25.007407 -31.753873 0.61 0.08 -0.03
H -22.036261 25.325024 -32.901514 -0.17 0.00 0.70
H -21.247212 23.958396 -32.104358 0.04 -0.29 -0.05
H -21.639238 24.638837 -35.086740 -0.25 0.33 0.33
H -20.317610 22.128492 -33.923943 0.55 0.39 -0.04
H -20.430262 22.518880 -35.672126 0.64 0.55 0.16
H -21.775732 22.153974 -34.773514 -0.26 0.29 0.19
H -19.125389 24.234178 -33.699754 -0.18 0.15 0.38
H -19.344568 24.597288 -35.169593 -0.23 0.38 -0.23
N -18.166059 16.485253 -36.808983 0.41 0.02 -0.12
C -17.778863 17.743118 -37.153894 -1.39 0.18 0.88
N -17.720273 17.932800 -38.491206 0.73 1.24 -1.27
O -17.632677 18.665021 -36.350350 0.38 -0.72 -0.48
H -18.423313 16.259389 -35.861916 0.07 -0.03 0.03
H -18.336542 15.853405 -37.565702 -0.15 -0.37 0.25
H -17.593413 18.886160 -38.791285 0.09 -0.04 0.23
H -18.020587 17.326700 -39.229399 -0.11 -0.48 0.37
N -16.353829 22.083254 -31.955587 0.30 -0.45 0.82
C -16.117632 22.827890 -33.098212 -0.68 -0.23 -0.98
N -15.136929 23.755854 -32.892415 0.20 0.23 -0.21
O -16.755678 22.681920 -34.127719 0.14 0.77 0.55
H -15.490537 21.642821 -31.659206 -0.21 -0.14 0.35
H -17.094415 21.403635 -32.042481 0.14 -0.10 -0.46
H -14.899766 24.409881 -33.616382 0.04 -0.30 -0.20
H -14.461143 23.584914 -32.172067 -0.03 0.24 0.14
N -18.141968 19.063453 -31.105932 0.72 -0.85 -0.01
C -18.429992 19.234289 -32.423053 0.26 1.54 0.42
N -19.587721 19.857160 -32.659490 -0.37 -0.13 -2.39
O -17.626460 19.015743 -33.349429 -0.56 -1.06 0.77
H -18.709277 19.491915 -30.396395 -0.06 -0.19 0.08
H -17.278962 18.583453 -30.911296 0.03 0.30 0.35
H -19.703774 19.922480 -33.677179 -0.31 0.60 0.35
H -20.353725 20.115344 -32.063783 0.40 -0.23 0.50
N -22.971949 20.723028 -29.571045 -0.07 0.03 -0.69
C -21.814919 20.028244 -29.473104 -0.52 0.79 1.13
N -21.763594 19.304315 -28.322975 1.11 -0.74 -0.01
O -20.881968 20.117477 -30.261848 -0.19 -0.40 0.08
H -23.150044 21.242862 -30.411104 -0.04 0.16 0.03
H -23.620976 20.734940 -28.808733 -0.17 0.12 -0.12
H -20.931303 18.756851 -28.183945 -0.09 -0.03 0.09
H -22.504608 19.204328 -27.657123 -0.15 0.08 -0.10
N -23.022893 18.357788 -32.101919 -0.32 -0.17 -0.07
C -23.438899 18.494187 -33.418221 0.85 0.17 0.70
N -24.753359 18.128833 -33.526405 0.36 0.44 -1.08
O -22.724977 18.879584 -34.328902 -0.50 -0.39 0.31
H -22.109747 18.588043 -31.751525 0.09 0.22 -0.47
H -23.772379 18.340288 -31.439088 0.18 -0.03 0.42
H -25.160364 18.227278 -34.440740 -0.21 -0.11 0.20
H -25.264556 17.784006 -32.744094 -0.28 -0.17 -0.04
N -14.748671 18.325511 -28.215960 -0.61 -0.23 -0.96
C -15.830591 17.948780 -27.429569 1.65 0.17 1.32
N -16.767604 17.251997 -28.120847 -0.13 0.16 -0.65
O -15.824309 18.194516 -26.235229 -0.76 -0.12 -0.33
H -14.723820 17.897205 -29.126992 0.27 0.14 -0.07
H -13.852009 18.494635 -27.800538 -0.18 0.03 0.42
H -16.511608 16.994621 -29.063819 -0.40 -0.18 0.26
H -17.610606 16.913882 -27.701795 0.11 0.04 0.26
N -17.578596 23.110613 -27.792294 -0.38 -0.20 -0.29
C -18.329465 22.226114 -27.045037 1.06 0.83 1.29
N -18.837399 21.228291 -27.819943 0.35 0.26 -0.25
O -18.456219 22.330574 -25.834529 -0.25 -0.20 -0.57
H -17.126809 23.902813 -27.378589 -0.06 -0.12 0.26
H -17.326158 22.851908 -28.728500 0.21 0.19 -0.06
H -19.415529 20.536462 -27.382785 -0.26 0.17 -0.21
H -18.926807 21.552803 -28.766156 -0.69 -0.87 -0.29
O -15.974419 16.690301 -30.859885 0.01 -0.16 -0.20
H -16.804917 16.263438 -31.104833 0.07 0.05 -0.15
H -15.306822 16.245050 -31.396866 -0.03 0.03 0.01
O -14.834976 18.883149 -33.149397 -0.01 0.06 -0.03
H -14.816155 18.371077 -32.337885 -0.10 0.04 0.03
H -15.784563 18.931188 -33.383439 0.15 0.01 0.09
O -20.030290 19.813576 -35.579993 0.20 -0.56 0.43
H -20.593940 19.205309 -35.078965 -0.36 0.06 -0.47
H -19.185158 19.323853 -35.691332 -0.10 0.36 -0.15
O -18.678156 16.158060 -33.820904 0.15 0.09 0.22
H -18.318833 17.040386 -33.625691 0.12 0.20 -0.22
H -18.939234 15.799923 -32.968229 -0.15 -0.05 -0.10
```
Positions in Å, forces in eV/Å.

SMILES = COC[C@H](C)N.NC(N)=O.NC(N)=O.NC(N)=O.NC(N)=O.NC(N)=O.NC(N)=O.NC(N)=O.O.O.O.O
Frontier orbital gap = 0.300 Ha
E_tot = -59097.160 eV

---

Record 2
DFT (ωB97M-V/def2-TZVPD) results for a structure of composition C11H4AsBr2CoF6N2O5S6.

The geometry in XYZ format:
```
38
Properties=species:S:1:pos:R:3:forces:R:3
Co 1.189337 1.400485 -0.268631 0.06 -0.24 -0.75
F 3.055001 -2.728925 2.201977 0.03 0.00 0.00
C 3.166364 -1.396865 2.171794 -0.06 0.01 0.06
F 3.895066 -1.043144 1.137938 0.00 0.00 -0.01
F 3.784836 -1.008866 3.297468 0.01 -0.01 -0.02
S 1.487115 -0.617575 2.190227 -0.10 0.12 -0.24
O 1.724749 0.785201 2.004895 0.11 -0.07 0.41
O 0.834518 -1.123011 3.361727 0.01 0.00 0.04
N 0.826687 -1.281646 0.852283 0.07 0.03 0.03
S -0.497256 0.203091 -2.718043 0.22 0.04 0.12
O -1.468851 0.624246 -3.745679 -0.07 0.05 -0.06
O 0.376343 1.353588 -2.257850 -0.07 -0.07 0.15
C 0.777099 -0.710279 -3.797680 -0.05 0.05 0.01
F 0.843871 -0.219923 -5.047245 0.00 0.01 0.03
F 0.396348 -2.010259 -3.908570 0.01 0.00 -0.03
F 2.009629 -0.699142 -3.293105 -0.01 -0.02 0.01
S 3.759040 5.597776 -1.121862 -0.04 -0.05 -0.07
As 3.073868 3.886471 -0.011565 0.04 0.14 0.08
S 3.562545 1.925498 -0.707039 -0.07 0.00 0.03
S 0.944432 3.762867 0.319059 -0.04 -0.10 0.06
S 4.205663 4.719419 1.623514 0.00 -0.08 0.02
Br 0.040357 -4.175149 1.539273 -0.03 -0.01 0.01
C -1.094961 -2.728686 1.121874 0.14 0.09 0.01
C -2.476796 -2.986312 1.076695 -0.08 0.00 -0.01
C -3.327065 -1.978793 0.749319 0.04 -0.06 0.02
Br -5.185254 -2.375022 0.691947 -0.04 -0.01 -0.01
C -2.867357 -0.670415 0.464534 0.10 0.00 0.01
C -3.711142 0.402061 0.108374 0.01 0.06 -0.01
C -3.165304 1.624670 -0.131778 -0.14 -0.05 -0.01
C -1.775937 1.785668 -0.006691 0.17 0.02 0.01
N -0.958743 0.814511 0.322199 -0.15 0.13 0.02
C -1.473631 -0.422986 0.543664 -0.10 -0.02 -0.01
C -0.579315 -1.486378 0.870527 0.03 -0.11 -0.02
O 1.329441 -0.688640 -0.295188 0.00 0.17 0.09
H -2.841137 -3.980349 1.287698 -0.01 0.00 0.00
H -4.775351 0.234014 0.020422 0.00 0.01 -0.01
H -3.770217 2.468706 -0.430757 -0.01 -0.01 0.00
H -1.313997 2.744076 -0.215741 0.01 0.00 0.02
```
Positions in Å, forces in eV/Å.

Total charge = -2
Frontier orbital gap (alpha / beta) = 0.210 / 0.211 Ha
2S+1 = 5
E_tot = -344559.436 eV

---

Record 3
DFT (ωB97M-V/def2-TZVPD) results for the molecule C11H6N4 in a non-equilibrium geometry.

The geometry in XYZ format:
```
21
Properties=species:S:1:pos:R:3:forces:R:3
N -2.484686 -1.897580 1.256001 2.75 4.55 -2.12
C -1.889113 -0.958310 0.807139 -2.31 -4.72 2.17
C -1.080092 0.108599 0.193060 -1.33 0.71 0.09
C -2.037049 1.241318 0.002173 1.01 -0.56 0.46
N -2.818539 2.056277 -0.168556 -0.32 0.45 -0.14
C -0.542911 -0.310840 -1.189842 -0.12 -0.44 -2.41
C 0.158990 -1.618650 -1.043044 2.33 -0.86 1.09
C 1.339527 -1.363972 -0.387590 -2.40 -0.47 -0.99
C 1.332496 0.130984 -0.102762 2.14 -0.44 -0.78
C 0.683972 0.586776 -1.411625 -1.18 1.25 1.39
C 0.248265 0.463990 0.976642 0.65 0.58 -0.05
C 0.493525 -0.193454 2.250236 0.44 -3.10 4.38
N 0.691431 -0.731607 3.292523 -0.74 2.20 -4.22
C 0.426947 1.879111 1.303325 0.79 3.61 -0.05
N 0.757893 2.992767 1.470455 -1.07 -2.94 -0.33
H -1.271981 -0.252545 -2.023972 0.09 -0.12 0.86
H -0.165060 -2.600396 -1.395619 -0.08 0.46 0.18
H 2.113012 -2.084955 -0.180313 0.03 0.08 0.35
H 2.354272 0.536155 0.065354 -0.93 -0.04 0.42
H 0.390326 1.635093 -1.453869 0.14 0.28 0.21
H 1.298774 0.381238 -2.259717 0.11 -0.49 -0.53
```
Positions in Å, forces in eV/Å.

SMILES = N#CC1(C#N)[C@@H]2C=C[C@@H](C2)C1(C#N)C#N
Frontier orbital gap = 0.401 Ha
E_tot = -17460.992 eV